# 1
54
Properties=species:S:1:pos:R:3:mulliken_charge:R:1 method="wB97M-V/def2-TZVPD" mol_weight_g_mol=420.54 energy_ev=-45004.014 de_lowest_kcal_mol=544.43 gap_ev=8.5
C -2.77097 -4.56624 -0.26003 -1.182
H -2.01919 -4.53333 -1.22087 0.174
C -2.10052 -3.62983 0.76297 -0.764
N -2.10048 -2.35322 0.38515 0.421
C -1.23479 -2.13390 -0.69537 0.075
N -1.55462 -1.21613 -1.44909 -0.423
N -0.52631 -0.91192 -2.03167 -0.369
C 0.62747 -1.33763 -1.95720 1.189
C 1.94787 -0.94388 -2.42207 -1.655
N 2.63785 -0.17764 -1.32876 0.526
C 3.19308 -0.30832 -0.16445 0.928
C 3.62200 -1.61992 0.20925 -0.667
C 4.38047 -1.85411 1.42038 -1.281
C 4.54145 -0.38642 2.28174 -0.405
C 4.04574 0.71065 1.63566 -0.773
C 3.33811 0.67507 0.65452 0.738
N 2.86657 1.53054 -0.16539 -0.399
N 2.32414 1.13246 -1.19667 -0.526
H 4.28440 1.75793 2.24002 0.208
H 4.99702 -0.45874 3.31527 0.334
H 4.69557 -2.59064 1.87039 0.684
H 3.48336 -2.54590 -0.07504 0.486
H 2.63167 -1.72545 -2.44564 0.510
H 1.82442 -0.32960 -3.06537 0.678
S 0.43572 -2.30879 -0.73559 -0.244
C -2.89298 -1.34241 1.00763 -0.070
O -3.90510 -1.88446 1.69482 -0.702
C -2.49324 0.19142 0.75876 0.508
C -1.29167 0.36721 1.15984 -1.382
C -0.74864 1.64402 0.84275 0.293
C -1.63663 2.74937 0.18770 0.759
C -3.00402 2.24348 -0.08742 -1.195
C -3.38255 1.02638 0.33534 -0.292
H -4.46356 0.58376 0.11175 0.219
H -3.71878 2.90940 -0.34749 0.544
C -1.06398 4.21349 -0.08228 1.738
C -0.03941 3.84582 -1.40896 -0.975
H 0.77001 3.24758 -0.65026 0.090
H -0.53986 3.40598 -2.08532 0.624
H 0.20137 4.93943 -1.44432 0.349
C -2.11768 4.88619 -0.45407 -1.737
H -3.10210 5.18360 0.38382 0.243
H -1.85483 5.88913 -0.81044 0.422
H -2.71150 4.44722 -1.49640 0.271
C -0.54912 4.70204 1.04196 -1.784
H -0.99825 4.63553 1.92421 0.560
H 0.49869 3.95501 1.48300 0.145
H 0.02792 5.49985 0.91686 0.560
H 0.27742 2.02629 0.85411 -0.138
H -0.65043 -0.24557 1.52396 0.905
H -2.89780 -3.70781 1.60767 0.371
H -1.24041 -4.03519 1.02917 0.524
H -2.72002 -5.53951 -0.12326 0.558
H -3.73973 -4.28655 -0.52847 0.326

# 2
10
Properties=species:S:1:pos:R:3:mulliken_charge:R:1 method="wB97M-V/def2-TZVPD" mol_weight_g_mol=71.08 energy_ev=-6725.815 smiles="O=CN1CC1" de_lowest_kcal_mol=86.66 gap_ev=9.7
O 1.74599 0.54558 0.47662 -0.502
C 1.56245 -0.42949 -0.32797 0.176
N 0.03997 -0.76344 -0.23805 -0.400
C -0.77412 0.65781 -0.57610 -0.466
C -0.78648 -0.24144 0.77335 -0.303
H 2.25745 -0.97686 -0.89782 0.391
H -0.34500 1.67559 -0.47393 0.315
H -1.58060 0.29892 -1.27331 0.253
H -1.63322 -0.99989 0.91220 0.201
H -0.48644 0.23321 1.62501 0.336

# 3
110
Properties=species:S:1:pos:R:3:mulliken_charge:R:1 method="wB97M-V/def2-TZVPD" mol_weight_g_mol=947.85 energy_ev=-101199.889 de_lowest_kcal_mol=48.02 gap_ev=3.1 total_charge=+2
Tl 0.01148 -1.07852 -1.87592 1.410
B -0.17721 0.63158 0.47852 1.776
H 0.40088 1.39936 -0.18169 -0.497
H -1.21331 0.38834 0.00576 -0.493
H 0.56051 -0.28753 0.44661 -0.216
H -0.27125 0.97352 1.57381 0.043
C -1.22813 -6.62063 2.84493 -1.512
C -1.14474 -5.09768 3.19014 -0.161
O -0.36198 -4.32669 2.29936 -0.343
P -0.82865 -2.96861 1.66128 1.278
O -0.10417 -2.62966 0.42026 -0.732
O -2.39633 -3.11595 1.34220 -0.298
C -2.84191 -3.91491 0.25859 0.126
C -3.82532 -4.94318 0.72649 -1.377
O -0.86723 -1.99878 2.90758 -0.422
C 0.19998 -1.25962 3.57085 0.552
C 0.63845 -2.08875 4.74644 -1.514
H -0.41923 -7.24533 3.21100 0.366
H -2.15371 -7.02158 3.26534 0.428
H -1.41643 -6.76114 1.77861 0.366
H -2.13075 -4.65133 3.31803 0.397
H -0.74497 -5.11639 4.20689 0.347
H -3.30322 -3.30145 -0.52151 -0.087
H -2.00030 -4.31285 -0.31943 0.430
H -4.46496 -5.51642 0.05693 0.451
H -3.38447 -5.72026 1.35711 0.163
H -4.52333 -4.46850 1.42440 0.319
H 1.04315 -1.07027 2.90886 -0.337
H -0.25748 -0.33231 3.90686 0.367
H 1.08706 -1.49735 5.54950 0.463
H -0.21093 -2.46623 5.32112 0.395
H 1.29726 -2.90567 4.46361 0.233
C 3.36635 0.70524 2.73382 -1.145
C 3.55618 1.21802 1.29590 0.592
O 4.51720 0.37206 0.64960 -0.298
P 4.10499 -0.99559 -0.03770 0.890
O 2.82856 -1.10326 -0.78119 -0.562
O 4.25716 -1.94966 1.22148 -0.149
C 4.02961 -3.34756 1.06123 -0.490
C 3.34773 -3.96149 2.26726 -0.887
O 5.41605 -1.29516 -0.90843 -0.385
C 6.73965 -1.14162 -0.37397 -0.295
C 7.61824 -0.31781 -1.31925 -1.131
H 2.98358 -0.31103 2.76205 0.027
H 4.33564 0.84169 3.20827 0.442
H 2.64208 1.36100 3.22320 0.456
H 2.59820 1.36431 0.79754 -0.482
H 3.91287 2.22331 1.52460 0.351
H 3.48150 -3.61809 0.15721 0.459
H 5.01895 -3.80208 0.95925 0.206
H 2.63808 -3.19749 2.59710 -0.054
H 2.82392 -4.91276 2.17233 0.418
H 3.98035 -4.19508 3.12704 0.404
H 6.80797 -0.91823 0.69191 0.358
H 7.18104 -2.14308 -0.30890 0.373
H 7.25948 0.71433 -1.30456 0.216
H 8.60631 -0.22149 -0.86359 0.387
H 7.75005 -0.66199 -2.34020 0.311
C -5.77819 -2.74908 -1.78655 -1.234
C -5.58797 -1.58856 -0.82995 0.024
O -5.43846 -0.31531 -1.47538 -0.345
P -4.05407 0.49164 -1.26156 0.410
O -2.86020 -0.40184 -1.32500 -0.227
O -4.09832 1.68853 -2.32458 -0.294
C -5.37264 2.26533 -2.70502 -0.257
C -5.73718 3.47706 -1.85066 -0.982
O -4.36330 1.19835 0.12312 -0.342
C -3.46003 1.97570 0.95697 0.771
C -3.44235 1.40552 2.34757 -1.277
H -4.81759 -2.96205 -2.26748 0.269
H -5.99937 -3.68319 -1.26620 0.372
H -6.56005 -2.66069 -2.53735 0.361
H -6.54356 -1.53100 -0.30085 0.310
H -4.84445 -1.77355 -0.05580 0.092
H -5.28094 2.65349 -3.72263 0.349
H -6.13757 1.50603 -2.85653 0.346
H -6.12120 3.11894 -0.88937 0.239
H -4.90830 4.12434 -1.57511 0.207
H -6.58345 3.96512 -2.33066 0.413
H -2.50255 2.12789 0.46011 -0.571
H -3.98378 2.93457 0.96571 0.450
H -3.32760 2.24237 3.03723 0.422
H -4.41019 0.98277 2.62771 0.415
H -2.77392 0.56238 2.52482 0.111
C -0.07380 5.69133 -0.52179 -1.421
C -0.21604 4.16189 -0.73616 0.592
O -0.26463 3.84272 -2.10448 -0.164
P 0.93074 3.04928 -2.80415 0.415
O 0.74056 1.60408 -2.70826 -0.527
O 0.91791 3.58772 -4.27355 -0.267
C 1.45080 4.85029 -4.68875 0.000
C 0.35372 5.70321 -5.31969 -1.328
O 2.25029 3.67815 -2.19568 -0.151
C 3.30482 2.84498 -1.66037 0.528
C 4.44882 2.87609 -2.66086 -1.485
H -0.94733 6.20785 -0.92478 0.355
H 0.04531 6.05367 0.49736 0.387
H 0.75845 6.08095 -1.11172 0.324
H 0.60990 3.71353 -0.17451 -0.020
H -1.18540 3.91403 -0.30021 0.054
H 1.96246 5.39237 -3.89535 0.231
H 2.20383 4.61737 -5.44275 0.380
H -0.19116 6.29014 -4.57294 0.307
H 0.75897 6.43255 -6.01877 0.390
H -0.47840 5.16228 -5.77006 0.318
H 3.59732 3.25685 -0.69506 0.259
H 2.96477 1.84055 -1.40481 -0.197
H 4.35164 2.28093 -3.57000 0.322
H 4.58432 3.88226 -3.05862 0.379
H 5.33887 2.54844 -2.12108 0.353